Entry 1
Below is a cluster of 2 separate species, C21H24N3 in total, with properties calculated with ωB97M-V/def2-TZVPD.

```
48
Properties=species:S:1:pos:R:3
C 1.0523 -0.7150 1.9822
C 1.8680 -1.6821 1.3292
C 1.5431 -3.0566 1.5693
C 2.1370 -4.0772 0.8484
C 3.0865 -3.7835 -0.1450
C 3.4691 -2.4526 -0.3542
C 2.9297 -1.4229 0.4122
C 1.2277 0.6840 2.1304
C 0.5218 1.3087 3.2092
C 0.5580 2.6786 3.4032
C 1.3521 3.4850 2.5694
C 2.0779 2.8966 1.5263
C 1.9942 1.5297 1.2774
H 0.2245 -1.1345 2.5559
H 0.7972 -3.2687 2.3380
H 1.8768 -5.1105 1.0794
H 3.5463 -4.5916 -0.7164
H 4.2302 -2.2241 -1.1031
H 3.3334 -0.4230 0.2983
H -0.0403 0.6587 3.8853
H -0.0018 3.1140 4.2334
H 1.4181 4.5582 2.7544
H 2.7358 3.5152 0.9116
H 2.4953 1.1269 0.4007
C -3.4007 3.1993 2.7771
C -3.1573 1.8682 2.4696
N -4.0073 1.5487 1.4350
C -4.0388 0.2534 0.7243
C -2.9289 0.1689 -0.3221
C -2.9905 -1.0695 -1.2345
C -1.5451 -1.2272 -1.7346
C -0.6804 -0.4410 -0.7358
N -1.5983 0.1427 0.2314
C -4.7451 2.6760 1.1371
N -4.3919 3.6717 1.9430
H -2.9054 3.7888 3.5333
H -2.4674 1.1535 2.8970
H -3.9120 -0.5352 1.4822
H -5.0208 0.1607 0.2422
H -3.0435 1.0704 -0.9666
H -3.2754 -1.9497 -0.6419
H -3.7182 -0.9301 -2.0384
H -1.2450 -2.2756 -1.7886
H -1.4141 -0.7620 -2.7162
H 0.0321 -1.1160 -0.2533
H -0.0903 0.3530 -1.2276
H -1.2840 1.0369 0.6026
H -5.4907 2.6634 0.3464
```

The frontier orbital gap comes out at 4.8329 eV. As for the charge: +1. The value obtained for the LUMO energy is -6.03 eV.

Entry 2
Below is a structure of composition C21H24N3, with properties calculated with ωB97M-V/def2-TZVPD.

```
48
Properties=species:S:1:pos:R:3
C 5.0755 0.7181 -0.2557
N 3.6960 0.2883 -0.1786
C 2.6108 1.0243 -0.6207
C 1.4378 0.3729 -0.2118
C 0.0416 0.9317 -0.0629
C -1.0188 -0.0192 -0.4188
C -0.9963 -1.2469 -1.1191
N -2.1784 -1.9190 -0.8488
C -2.4862 -3.2711 -1.2510
C -3.0177 -1.0859 -0.1127
C -2.3328 0.1359 0.1494
C -2.9039 1.0396 1.0610
C -4.2264 0.7871 1.5163
C -4.9004 -0.3861 1.1689
C -4.3003 -1.3378 0.3331
C 1.8166 -0.9053 0.3906
C 3.2420 -0.8853 0.3957
C 3.9950 -1.9711 0.8080
C 3.2849 -3.1044 1.2330
C 1.8943 -3.1055 1.3429
C 1.1367 -1.9796 0.9827
H 5.6661 -0.1168 0.0958
H 5.3274 0.9607 -1.2857
H 5.2525 1.5972 0.3670
H 2.8315 1.9577 -1.1392
H -0.1780 1.4836 0.8763
H -0.1203 -1.7156 -1.5989
H -3.5110 -3.4198 -0.9716
H -2.3616 -3.3329 -2.3260
H -1.8563 -4.0108 -0.7630
H -2.3528 1.9256 1.4230
H -4.7254 1.5492 2.1473
H -5.9087 -0.5404 1.5200
H -4.8261 -2.2092 -0.0405
H 5.0662 -1.9085 0.7368
H 3.8396 -3.9915 1.4808
H 1.3609 -3.9835 1.7189
H 0.0449 -1.9692 1.1580
C 0.7110 3.7351 -0.3895
N -0.1680 2.6712 -0.7029
C -1.4721 3.1370 -1.0165
H 1.6726 3.3917 -0.0221
H 0.8671 4.3777 -1.2436
H 0.2977 4.3770 0.4071
H 0.1972 2.1033 -1.4687
H -2.1593 2.3487 -1.2977
H -1.9400 3.6435 -0.1464
H -1.4251 3.8584 -1.8201
```

The frontier orbital gap comes out at 7.8050 eV. As for the charge: +1. The value obtained for the LUMO energy is -2.99 eV.

Most stable structure - entry 1; separation to the second - 3.1 kcal/mol.